#a
Formula: C3H8S3
Source: OMol25
Level of theory: wB97M-V/def2-TZVPD

```
14
C3H8S3 | OMol25 | wB97M-V/def2-TZVPD
C 2.06230 -0.10048 0.44046
C -1.69742 1.35934 -0.00739
C -1.02238 -1.30112 -0.01149
H 3.52193 0.07318 -1.33748
H 1.96685 -0.16619 1.52657
H -1.09154 1.49858 0.89352
H -1.06275 1.49744 -0.90119
H -2.49072 2.10445 -0.01013
H -0.40862 -1.12928 -0.90330
H -0.42386 -1.13196 0.88923
H -1.35284 -2.34331 -0.02120
S 3.73232 0.00962 -0.01319
S 0.76131 -0.11226 -0.52048
S -2.49458 -0.25800 -0.02391
```

#b
Formula: C3H8S3
Source: OMol25
Level of theory: wB97M-V/def2-TZVPD

```
14
C3H8S3 | OMol25 | wB97M-V/def2-TZVPD
C -1.76266 -0.09901 -0.03853
C -0.33030 -0.51133 -0.34890
S 0.07372 -2.01274 0.74268
C 0.76054 0.50214 -0.15308
S 1.14356 1.08434 1.51114
S 2.34368 -0.03162 -1.05832
H -2.39934 -0.37304 0.75858
H -1.67485 0.98472 0.31598
H -2.34360 0.07587 -0.95199
H -0.20111 -0.87111 -1.32332
H 0.63237 -1.19383 1.63231
H 0.48306 1.39152 -0.74473
H 1.61798 2.16146 1.13243
H 1.65695 -1.10739 -1.47426
```

The most stable arrangement is #b, and the next structure is 60.7 kcal/mol less stable.

#a
22
Properties=species:S:1:pos:R:3 method="wB97M-V/def2-TZVPD" total_charge=+2
C -3.54193 1.42300 0.59195
N -2.62102 0.65324 0.18160
C -1.23678 0.57408 0.68002
C -0.14104 0.48976 -0.37686
C 0.98887 -0.49743 0.01678
N 2.25917 0.24076 0.50950
C 1.46516 -1.38712 -1.10007
O 2.37593 -2.26946 -0.47306
H -4.56255 1.27440 0.25124
H -3.37830 2.26021 1.26343
H -2.82792 -0.00919 -0.55583
H -1.06733 1.39365 1.38618
H -1.25461 -0.26362 1.35365
H -0.50809 0.19368 -1.35538
H 0.29339 1.47011 -0.46088
H 0.70583 -1.12387 0.85924
H 2.15384 1.25142 0.50260
H 2.49433 -0.02423 1.46517
H 3.04511 -0.04008 -0.08174
H 0.63565 -1.89154 -1.58700
H 1.92634 -0.87528 -1.94018
H 2.79597 -2.84247 -1.13035

#b
22
Properties=species:S:1:pos:R:3 method="wB97M-V/def2-TZVPD" total_charge=+2
C 0.55524 -0.60140 1.23132
C -0.41385 -0.81426 0.04687
C -0.82707 0.55018 -0.43186
C -2.09110 0.96008 -0.38055
N -2.49660 2.33000 -0.57144
C -3.09891 2.68870 -1.64108
N 1.71132 -1.59046 1.15257
H 1.02945 0.37024 1.09599
H 0.16907 -0.66541 2.24569
H 0.05358 -1.44793 -0.70682
H -1.27514 -1.38061 0.43967
H -0.08578 1.33057 -0.63190
H -2.88339 0.28160 -0.06829
H -2.30170 2.99553 0.17514
H -3.47293 3.70257 -1.76894
H -3.32584 1.91761 -2.37577
H 2.37922 -1.35479 0.35675
H 2.38018 -1.45360 1.91487
H 1.31006 -2.52486 1.18324
H 4.53866 -1.00806 -0.43691
H 4.22813 -2.57257 -0.57901
O 3.91740 -1.71311 -0.24953

#c
22
Properties=species:S:1:pos:R:3 method="wB97M-V/def2-TZVPD" total_charge=+2
C -1.66868 0.79386 -0.65506
C -0.38658 0.27283 -1.28932
C 0.51135 -0.57871 -0.41231
C 1.81925 -0.48000 -0.30453
C 0.35786 -2.93741 0.09214
N -0.09400 -1.76465 0.22477
N -2.31957 1.76103 -1.62154
H -1.39438 1.32603 0.23840
H -2.36703 -0.03640 -0.55485
H -0.43291 -0.17993 -2.28636
H 0.31795 1.07945 -1.51786
H 2.47577 0.23571 -0.78973
H 2.43341 -1.21089 0.20988
H 1.13272 -3.21725 -0.62484
H -0.04546 -3.89091 0.42581
H -0.92197 -1.59036 0.79000
H -1.64001 2.46066 -1.93362
H -3.12874 2.25481 -1.23788
H -2.70055 1.22151 -2.40041
H 3.02899 2.20462 4.62979
H 2.33480 0.84420 4.84745
O 2.68776 1.43182 4.17006

The most stable arrangement is #b, and the next structure is 4.6 kcal/mol less stable.

#a
20
Properties=species:S:1:pos:R:3 method="wB97M-V/def2-TZVPD" total_charge=+1 multiplicity=2
C 0.05411 0.32651 -2.09194
O -0.21811 -0.71512 -1.26165
C 1.51827 0.76248 -2.09446
N 1.71851 1.90883 -2.98611
H -0.29547 0.19839 -3.12933
H -0.48711 1.21962 -1.70654
H 1.83368 0.94539 -1.06593
H 2.12413 -0.07246 -2.46959
H 2.70041 2.12353 -3.10005
H 1.36158 1.64676 -3.89809
C -0.69656 -0.48665 1.75309
C -1.58785 0.21397 1.04713
C -0.52401 -1.80642 3.78765
N -1.18921 -1.11975 2.94039
H 0.34427 -0.68278 1.54277
H -2.53835 0.50986 1.47195
H -1.40806 0.23580 -0.03162
H -1.05128 -2.24981 4.61869
H 0.53178 -1.97217 3.60876
H -2.19075 -0.98598 3.06488

#b
20
Properties=species:S:1:pos:R:3 method="wB97M-V/def2-TZVPD" total_charge=+1 multiplicity=2
O -0.33137 1.94790 0.79695
C -0.20704 0.82987 0.40475
N 1.06895 0.21483 0.36071
C 1.47741 -0.89458 -0.50707
C 2.15853 0.74280 1.14165
C -1.40578 -0.04365 -0.06516
C -2.05669 0.50900 -1.31882
N -1.08541 -1.71942 0.55875
H 1.84023 -1.75693 0.03411
H 0.64548 -1.16515 -1.13876
H 2.20335 -0.51549 -1.23189
H 1.87333 0.62637 2.21186
H 2.27021 1.85065 1.05279
H 3.08316 0.18581 1.08462
H -1.11541 -1.20768 -0.45487
H -2.05794 -0.27648 -2.08975
H -3.05763 0.86817 -1.14824
H -1.41195 1.31271 -1.72457
H -1.85619 -1.64426 1.22029
H -2.03525 0.13553 0.81264

The most stable arrangement is #a, and the next structure is 49.0 kcal/mol less stable.

#a
Formula: C2H5B
Source: OMol25
Level of theory: wB97M-V/def2-TZVPD

```
8
C2H5B | OMol25 | wB97M-V/def2-TZVPD
B -1.23895 0.03203 0.03045
C 0.22915 0.68063 0.01407
C 1.26796 -0.14614 0.01558
H -1.12597 -1.06647 -0.02266
H 0.24231 1.65968 -0.30576
H -2.67593 0.44735 -0.42527
H 2.31828 0.09328 -0.24557
H 1.02022 -1.15758 0.01557
```

#b
Formula: C2H5B
Source: OMol25
Level of theory: wB97M-V/def2-TZVPD

```
8
C2H5B | OMol25 | wB97M-V/def2-TZVPD
B 1.24767 0.00525 0.05350
C -1.27444 -0.00793 0.30596
C -0.13820 -0.41485 -0.38057
H 1.57961 0.99148 0.50730
H 2.25598 -1.20721 0.02941
H -2.08494 -0.53135 -0.03402
H -1.48240 0.68493 1.13049
H -0.33976 -1.14517 -1.21528
```

The most stable arrangement is #b, and the next structure is 6.5 kcal/mol less stable.

#a
Formula: C2H2Cl2O2S
Source: OMol25
Level of theory: wB97M-V/def2-TZVPD

```
9
C2H2Cl2O2S | OMol25 | wB97M-V/def2-TZVPD
O -1.23474 0.92354 -1.28822
S -1.35443 0.35147 0.00520
O -2.17053 0.93503 0.99651
Cl -2.08397 -1.53622 -0.35218
C 0.27260 0.06275 0.68924
C 1.61889 -0.28919 -0.51222
Cl 3.06967 -0.67611 0.14897
H 0.54275 0.28592 1.75547
H 1.33975 -0.05718 -1.44278
```

#b
Formula: C2H2Cl2O2S
Source: OMol25
Level of theory: wB97M-V/def2-TZVPD

```
9
C2H2Cl2O2S | OMol25 | wB97M-V/def2-TZVPD
C -0.24092 -0.94119 -0.50561
C -0.51482 0.46449 -0.14519
O 2.43035 1.07168 0.65372
O -1.05653 -1.83738 -0.07562
S 3.24431 -0.15856 0.53352
Cl -1.94864 0.89926 0.78532
Cl -0.68341 1.09925 -1.83224
H 0.46965 0.91453 0.08414
H -1.69998 -1.51208 0.50197
```

The most stable arrangement is #b, and the next structure is 3.0 kcal/mol less stable.

#a
Formula: CH3NO2S2
Source: OMol25
Level of theory: wB97M-V/def2-TZVPD

```
9
CH3NO2S2 | OMol25 | wB97M-V/def2-TZVPD
O -2.33767 1.51818 -0.01536
C -1.17763 1.54356 -0.08214
O -0.03243 1.63942 -0.21999
N -1.13936 -1.06719 0.84411
S -1.20526 -2.02164 -0.34601
H -1.76432 -0.92662 1.61635
S 2.91715 -0.30230 -0.18152
H 2.83829 -1.00653 -1.35712
H 1.90124 0.62311 -0.25832
```

#b
Formula: CH3NO2S2
Source: OMol25
Level of theory: wB97M-V/def2-TZVPD

```
9
CH3NO2S2 | OMol25 | wB97M-V/def2-TZVPD
C 2.00556 0.44667 -0.00612
N -2.77299 -0.39594 0.25776
O 0.56455 -1.66754 -0.20533
O -0.81407 1.07919 -0.15029
S 1.98377 -1.26325 -0.17602
S -1.42356 -0.22100 -0.38287
H 2.75205 1.10140 -0.37387
H 0.99445 0.69291 0.19318
H -3.28977 0.22757 0.84356
```

#c
Formula: CH3NO2S2
Source: OMol25
Level of theory: wB97M-V/def2-TZVPD

```
9
CH3NO2S2 | OMol25 | wB97M-V/def2-TZVPD
O 2.36638 -1.82188 0.20300
N 2.66718 -0.66797 0.35858
O 2.97545 -0.12403 -0.87146
H 2.75161 0.94112 -0.82478
S -2.50762 -1.68876 -0.24180
C -1.12642 -1.13397 0.36728
S -0.71617 0.55113 0.74662
H -0.26938 -1.70338 0.72182
H -1.73826 1.17528 0.13172
```

The most stable arrangement is #a, and the next structure is 39.2 kcal/mol less stable.

#a
49
Properties=species:S:1:pos:R:3 method="wB97M-V/def2-TZVPD" total_charge=+3
Rh -0.13098 -0.13170 0.18125
C 3.13285 0.10306 1.39476
C 2.21521 1.12190 2.04464
S 0.52147 0.57937 2.50315
C 0.82893 -0.89907 3.55949
C 0.05719 -2.12829 3.11516
S 0.23459 -2.59829 1.35666
C 2.00816 -3.03455 1.29728
C 2.70884 -2.42175 0.10069
S 2.45520 -0.62979 -0.15716
H 3.41720 -0.70753 2.06235
H 4.04649 0.62114 1.09313
H 2.03377 1.96157 1.36960
H 2.67248 1.50990 2.95850
H 0.48819 -0.62352 4.55981
H 1.90338 -1.05718 3.61019
H -1.01292 -1.97687 3.25179
H 0.35723 -2.99686 3.70579
H 2.06060 -4.12308 1.21108
H 2.45711 -2.75604 2.24789
H 2.34337 -2.86821 -0.82593
H 3.78611 -2.59057 0.16242
C -3.46210 -1.83635 -2.32622
S -2.24002 -0.53269 -2.04825
O -0.98000 -1.23411 -1.61353
C -2.81407 0.13273 -0.42135
C -3.43100 1.36935 -0.34438
C -3.93896 1.80286 0.87975
C -3.80257 1.01573 2.01365
C -3.16666 -0.21498 1.93645
C -2.64271 -0.66712 0.72064
H -3.50337 -2.53434 -1.49695
H -3.18044 -2.36765 -3.23306
H -4.42190 -1.34665 -2.46925
H -3.53909 1.98281 -1.22358
H -4.45111 2.75068 0.93283
H -4.20845 1.35843 2.95591
H -3.12923 -0.85208 2.80915
H -2.31648 -1.70157 0.63003
N 2.45445 3.90948 -3.67767
C 1.70839 2.89893 -4.10652
N 1.68301 2.58599 -5.39043
N 0.96236 2.15319 -3.29491
C 0.70405 1.87580 -2.12005
N 0.31825 1.50830 -1.06570
H 2.98812 4.46801 -4.32955
H 2.47512 4.20446 -2.71464
H 2.23578 3.08997 -6.06808
H 1.11414 1.82720 -5.73683

#b
49
Properties=species:S:1:pos:R:3 method="wB97M-V/def2-TZVPD" total_charge=+3
Rh 0.46065 0.01557 -0.15643
C 2.80446 1.92689 -0.98349
C 3.08077 0.79107 -1.95141
S 1.78477 -0.51396 -1.89653
C 2.75821 -1.97753 -1.35390
C 2.01124 -2.74846 -0.29261
S 1.33302 -1.69989 1.01715
C 2.74219 -0.96154 1.90438
C 3.40716 0.22486 1.22677
S 2.14462 1.38851 0.61613
H 2.01047 2.56947 -1.36058
H 3.69149 2.54267 -0.82860
H 4.03443 0.29205 -1.78903
H 3.08597 1.17550 -2.97194
H 3.73808 -1.63962 -1.02690
H 2.89921 -2.59689 -2.24129
H 2.63297 -3.52567 0.15479
H 1.12361 -3.23544 -0.70092
H 3.45054 -1.76991 2.09756
H 2.31508 -0.67751 2.86771
H 4.05667 -0.07375 0.40852
H 4.01782 0.76762 1.94966
C -2.80673 2.53688 -0.69885
S -1.12664 2.94488 -0.25364
O -0.24389 1.87066 -0.93728
C -1.12278 2.52021 1.46590
C -1.22595 3.51675 2.42093
C -1.23177 3.15125 3.76568
C -1.11925 1.82032 4.14055
C -1.00243 0.81968 3.17683
C -1.02144 1.18582 1.84508
H -3.11011 1.59204 -0.25310
H -2.83518 2.50546 -1.78734
H -3.43659 3.35447 -0.34529
H -1.29970 4.55913 2.13575
H -1.31851 3.91862 4.52304
H -1.12456 1.55575 5.18931
H -0.93976 -0.22077 3.46818
H -1.05128 0.43325 1.04642
N -3.80497 -2.13122 -3.29173
C -3.51798 -3.06878 -2.38968
N -4.22739 -4.18235 -2.34129
N -2.52067 -2.95495 -1.50172
C -1.75983 -1.98841 -1.23191
N -0.97437 -1.19982 -0.86647
H -4.54988 -2.24952 -3.96033
H -3.22462 -1.31710 -3.38555
H -4.97961 -4.37532 -2.98296
H -4.00752 -4.87100 -1.63955

The most stable arrangement is #b, and the next structure is 47.0 kcal/mol less stable.